A structure of composition C56H91AsGeN7O3P3SSi2Ti in a non-equilibrium geometry, computed with the ωB97M-V functional and the def2-TZVPD basis.

E: -9961.0253 a.u.
LUMO level (alpha / beta): 2.06 / 2.06 eV
Orbital gap (alpha / beta): 5.45 / 5.45 eV
Total charge: -1
Spin multiplicity: 2

Each line ends with the Mulliken spin population.
CARTESIAN COORDINATES (ANGSTROEM)
Ti  -0.105  -0.116  0.451  0.82
C  2.664  -3.820  2.769  0.00
C  1.634  -2.905  3.469  0.00
C  0.378  -3.673  3.883  0.00
P  1.202  -1.303  2.586  0.12
C  2.912  -0.872  2.027  -0.01
N  3.261  -1.400  0.712  -0.02
Ge  2.024  -1.171  -0.957  -0.03
N  1.377  -2.708  -2.091  -0.02
C  -0.069  -2.888  -2.165  -0.01
P  -1.025  -2.410  -0.637  0.06
C  -2.743  -2.337  -1.351  -0.01
C  -3.786  -2.188  -0.242  0.01
C  -3.173  -3.409  -2.359  0.00
C  -0.939  -3.959  0.377  0.02
C  -1.754  -5.167  -0.075  0.00
C  0.518  -4.380  0.528  0.01
C  2.171  -3.826  -2.201  0.00
C  1.782  -5.089  -2.677  0.00
C  2.632  -6.185  -2.576  0.00
C  3.889  -6.068  -2.007  0.00
C  4.335  -4.802  -1.635  0.00
C  3.511  -3.709  -1.777  0.01
N  3.951  -2.337  -1.636  0.00
C  5.031  -2.093  -0.705  0.00
C  6.366  -2.279  -1.001  0.00
C  7.348  -2.006  -0.056  0.00
C  6.956  -1.529  1.184  0.00
C  5.618  -1.312  1.478  0.00
C  4.607  -1.588  0.534  0.00
C  4.287  -1.801  -2.943  0.00
C  5.105  -2.460  -3.845  0.00
C  5.507  -1.835  -5.013  0.00
C  5.070  -0.539  -5.255  0.00
C  4.175  0.077  -4.398  0.00
C  3.719  -0.562  -3.229  0.00
N  2.710  -0.055  -2.413  0.01
C  1.706  0.608  -3.252  -0.02
P  0.222  1.307  -2.421  0.02
C  0.672  3.109  -2.150  0.01
C  2.184  3.326  -2.046  0.00
C  0.053  4.183  -3.044  0.00
C  -0.851  1.351  -3.959  0.00
C  -1.540  0.004  -4.180  0.01
C  -0.171  1.757  -5.270  0.00
C  1.079  -0.264  4.155  -0.02
C  2.412  -0.038  4.877  0.00
C  0.374  1.100  4.047  0.03
H  3.577  -3.891  3.364  0.00
H  2.958  -3.477  1.780  0.00
H  2.265  -4.829  2.664  0.00
H  2.100  -2.547  4.386  0.00
H  -0.120  -4.118  3.023  0.00
H  -0.356  -3.040  4.380  0.00
H  0.645  -4.477  4.575  0.00
H  3.563  -1.316  2.780  0.00
H  3.036  0.212  2.086  0.00
H  -0.327  -3.928  -2.363  0.00
H  -0.486  -2.287  -2.978  -0.01
H  -2.714  -1.392  -1.891  0.01
H  -3.740  -2.996  0.489  0.00
H  -4.792  -2.185  -0.671  0.00
H  -3.640  -1.257  0.306  0.00
H  -3.413  -4.354  -1.881  0.00
H  -2.423  -3.592  -3.130  0.00
H  -4.078  -3.060  -2.867  0.00
H  -1.314  -3.631  1.350  0.00
H  -1.545  -5.444  -1.111  0.00
H  -2.826  -5.018  0.051  0.00
H  -1.474  -6.020  0.550  0.00
H  0.887  -4.846  -0.383  0.00
H  0.604  -5.120  1.326  0.00
H  1.172  -3.542  0.768  0.00
H  0.811  -5.226  -3.133  0.00
H  2.288  -7.147  -2.936  0.00
H  4.530  -6.931  -1.887  0.00
H  5.332  -4.666  -1.235  0.00
H  6.662  -2.624  -1.981  0.00
H  8.392  -2.156  -0.295  0.00
H  7.701  -1.300  1.937  0.00
H  5.365  -0.912  2.448  0.00
H  5.416  -3.476  -3.638  0.00
H  6.157  -2.345  -5.711  0.00
H  5.411  -0.003  -6.133  0.00
H  3.836  1.074  -4.635  0.00
H  1.320  -0.133  -3.970  -0.01
H  2.152  1.410  -3.835  0.00
H  0.229  3.292  -1.166  0.00
H  2.640  3.403  -3.039  0.00
H  2.690  2.523  -1.512  0.00
H  2.382  4.263  -1.520  0.00
H  0.547  4.262  -4.014  0.00
H  0.169  5.147  -2.542  0.00
H  -1.016  4.040  -3.205  0.00
H  -1.626  2.083  -3.716  0.00
H  -0.814  -0.753  -4.488  0.00
H  -2.290  0.078  -4.973  0.00
H  -2.027  -0.343  -3.273  0.01
H  0.488  0.964  -5.627  0.00
H  0.415  2.669  -5.187  0.00
H  -0.931  1.919  -6.040  0.00
H  0.447  -0.902  4.785  0.00
H  3.027  0.678  4.329  0.00
H  3.002  -0.943  5.028  0.00
H  2.211  0.388  5.863  0.00
H  1.096  1.894  3.850  0.00
H  -0.116  1.332  4.996  0.00
H  -0.377  1.159  3.266  0.00
C  -0.672  5.499  3.792  0.00
Si  -0.237  5.180  1.977  0.00
C  -0.391  6.860  1.107  0.00
C  1.624  4.859  1.983  0.00
As  -1.409  3.474  0.983  0.00
Si  -3.425  4.566  0.862  0.00
C  -4.853  3.295  0.814  0.00
C  -3.936  5.781  2.222  0.00
C  -3.597  5.553  -0.746  0.00
H  -0.251  6.444  4.155  0.00
H  -0.282  4.689  4.416  0.00
H  -1.753  5.532  3.938  0.00
H  0.320  7.586  1.517  0.00
H  -1.394  7.283  1.204  0.00
H  -0.187  6.745  0.038  0.00
H  2.153  5.762  2.302  0.00
H  1.993  4.578  0.993  0.00
H  1.895  4.051  2.669  0.00
H  -4.470  2.280  0.949  0.00
H  -5.387  3.333  -0.141  0.00
H  -5.577  3.479  1.614  0.00
H  -4.023  5.269  3.185  0.00
H  -4.909  6.224  1.987  0.00
H  -3.215  6.591  2.349  0.00
H  -3.359  4.907  -1.597  0.00
H  -2.888  6.385  -0.759  0.00
H  -4.607  5.958  -0.887  0.00
O  -2.746  -2.786  4.891  0.00
S  -3.364  -2.272  3.699  0.00
O  -4.316  -3.116  3.032  0.00
N  -2.228  -1.761  2.620  0.00
C  -2.283  -0.466  2.465  -0.02
O  -1.569  0.195  1.648  -0.03
C  -3.280  0.244  3.343  0.00
C  -3.451  1.602  3.524  0.00
C  -4.428  2.009  4.429  0.00
C  -5.198  1.080  5.124  0.00
C  -4.996  -0.287  4.958  0.00
C  -4.028  -0.671  4.052  0.00
H  -2.822  2.309  2.983  0.00
H  -4.582  3.067  4.601  0.00
H  -5.954  1.426  5.817  0.00
H  -5.563  -1.020  5.516  0.00
C  -4.670  1.888  -3.249  0.00
N  -4.600  1.331  -1.907  0.00
C  -5.765  0.626  -1.400  0.00
C  -3.409  1.096  -1.376  0.03
N  -2.347  0.937  -0.949  -0.02
H  -5.588  2.469  -3.336  0.00
H  -4.668  1.107  -4.016  0.00
H  -3.822  2.550  -3.413  0.00
H  -5.969  -0.282  -1.977  0.00
H  -6.630  1.287  -1.461  0.00
H  -5.604  0.357  -0.358  0.00
C  1.386  1.422  0.675  -0.02
H  1.411  1.725  1.725  0.02
H  1.135  2.300  0.091  0.04
H  2.417  1.169  0.400  0.00


An isolated molecule of C12H13N7O5 in a non-equilibrium geometry, computed with the ωB97M-V functional and the def2-TZVPD basis.

E: -1224.1559 a.u.
LUMO level: -0.70 eV
Orbital gap: 7.05 eV
Total charge: 0

Each line ends with the Löwdin charge.
CARTESIAN COORDINATES (ANGSTROEM)
O  4.708  3.593  -1.930  0.05
N  3.475  3.787  -2.055  -0.31
O  2.988  4.849  -2.549  0.02
C  2.508  2.777  -1.585  -0.08
C  1.118  3.035  -1.527  0.10
C  0.193  2.075  -1.022  -0.12
N  -1.214  2.215  -1.251  -0.33
O  -1.679  3.234  -1.820  0.02
O  -1.975  1.235  -0.914  -0.03
C  0.533  0.691  -0.703  -0.11
C  1.929  0.491  -0.640  -0.21
N  2.525  -0.756  -0.577  0.18
O  3.843  -0.469  -1.022  -0.10
N  4.082  0.834  -1.350  0.16
C  2.872  1.448  -1.096  -0.14
H  0.742  3.993  -1.875  0.13
H  -0.298  0.055  -1.195  0.14
C  -0.225  -0.697  2.750  -0.15
C  -0.061  0.234  1.584  -0.18
N  -0.047  -0.545  0.368  0.04
C  -0.925  -1.545  0.277  -0.32
N  -1.549  -2.071  1.297  -0.03
C  -1.480  -1.585  2.674  -0.11
C  -2.543  -3.046  0.927  -0.08
C  -2.396  -3.070  -0.635  -0.12
N  -1.376  -2.100  -0.857  0.10
H  0.644  -1.355  2.832  0.13
H  -0.309  -0.102  3.674  0.12
H  -0.858  0.988  1.529  0.14
H  0.865  0.769  1.716  0.13
H  -1.417  -2.435  3.369  0.13
H  -2.399  -1.016  2.943  0.14
H  -2.331  -4.053  1.316  0.13
H  -3.562  -2.741  1.207  0.13
H  -2.069  -4.056  -0.973  0.12
H  -3.357  -2.789  -1.086  0.13
H  -0.955  -1.872  -1.802  0.20


An isolated molecule of C4H4OS in a non-equilibrium geometry, computed with the ωB97M-V functional and the def2-TZVPD basis.

E: -628.0666 a.u.
LUMO level: 0.12 eV
Orbital gap: 9.36 eV
Total charge: 0

Each line ends with the Löwdin charge.
CARTESIAN COORDINATES (ANGSTROEM)
C  0.543  -0.272  -0.667  -0.16
C  1.312  0.838  -0.285  -0.12
C  -0.600  -0.875  -0.254  -0.25
C  2.160  1.717  -0.318  0.14
O  -1.651  0.151  2.212  -0.61
S  -1.755  -0.983  1.242  0.87
H  0.934  -0.656  -1.512  0.07
H  -2.870  -0.612  0.376  0.02
H  -0.995  -1.735  -0.676  0.02
H  2.924  2.426  -0.120  0.03


Relative energy (zero: lowest compared OMol25 entry of this formula, charge and spin) / kcal per mole: 0.0 73.3 105.7
Molar mass / g mol⁻¹: 1286.95 335.28 100.14